# C17H38N5O6

A 3-piece molecular cluster, C17H38N5O6 overall (ωB97M-V with the def2-TZVPD basis set, OMol25).

Output
HOMO	-10.4086	eV
charge	+1
E_LUMO	-3.0	eV
orbital gap	0.2737	Eh
multiplicity	1

XYZ file:
```
66
Properties=species:S:1:pos:R:3:forces:R:3:lowdin_charge:R:1
C 2.61103 -7.10367 2.62229 -0.456 0.288 0.119 -0.006
C 2.60503 -5.61590 2.47720 -0.029 -0.161 0.160 -0.369
C 3.74790 -5.01882 1.75194 -0.271 -0.134 -0.137 -0.011
N 1.70190 -4.81926 2.91064 -0.328 0.256 -0.153 0.109
N 0.65999 -5.45368 3.63649 -0.137 -0.574 0.215 0.073
C -0.46648 -5.84588 3.07148 0.699 0.653 -0.952 -0.363
N -1.52613 -6.40347 3.66020 -0.230 -0.204 0.281 0.178
C -2.38072 -6.62849 2.68341 0.365 0.129 0.780 -0.085
N -1.91698 -6.23019 1.50725 -0.462 -0.149 -0.216 0.106
N -0.67934 -5.70736 1.73446 0.258 -0.250 0.618 0.152
H 2.35352 -7.40883 3.62688 0.078 -0.140 0.268 0.089
H 3.55508 -7.51745 2.31435 0.295 -0.181 -0.005 0.088
H 1.83166 -7.49615 1.97498 -0.098 -0.237 -0.192 0.091
H 3.96126 -5.64673 0.89579 0.210 -0.056 -0.269 0.093
H 3.53839 -4.00995 1.43105 0.106 0.306 0.088 0.080
H 4.60485 -5.07098 2.41548 0.297 0.156 0.035 0.108
H 0.73547 -5.52291 4.63769 0.028 0.107 0.163 0.172
H -3.33475 -7.07884 2.87279 -0.321 -0.090 -0.389 0.149
H -2.35879 -6.28898 0.60606 0.144 0.125 -0.198 0.185
H -0.05880 -5.32464 1.04177 -0.140 0.109 -0.228 0.175
C -0.78555 -2.19397 1.96770 0.048 0.031 0.106 -0.130
O 0.01435 -1.15428 2.44887 -0.045 0.198 -0.309 -0.177
C 1.40365 -1.32276 2.21001 -0.032 0.045 0.263 -0.207
C 2.08346 -0.00654 1.90392 0.094 0.138 -0.022 -0.183
O 1.81671 0.51988 0.61685 -0.001 -0.124 -0.067 -0.122
C 0.55421 1.12731 0.36241 0.009 0.047 -0.102 -0.173
C 0.35451 2.46605 1.03795 -0.299 -0.043 0.121 -0.196
O 0.11180 2.30247 2.42778 0.348 -0.133 0.027 -0.201
C 0.65444 3.33568 3.22223 -0.153 -0.018 -0.011 -0.111
H -0.64986 -3.10019 2.57381 -0.047 -0.057 -0.058 0.057
H -1.82519 -1.87513 2.03296 0.006 -0.002 0.061 0.095
H -0.56069 -2.41755 0.91443 0.017 -0.056 0.017 0.087
H 1.57795 -2.02065 1.38210 -0.077 0.010 -0.051 0.111
H 1.85224 -1.74688 3.11711 0.137 -0.070 -0.089 0.120
H 3.15931 -0.20081 1.90407 0.009 -0.013 0.002 0.129
H 1.88989 0.72648 2.68825 -0.189 -0.043 0.027 0.122
H -0.26919 0.44624 0.58420 -0.029 0.029 0.209 0.119
H 0.54224 1.30178 -0.71534 0.033 0.027 0.003 0.126
H -0.51551 2.96223 0.59069 0.094 0.038 -0.168 0.127
H 1.23640 3.09136 0.86353 0.039 -0.012 0.035 0.128
H 1.70593 3.51790 2.97451 -0.009 0.037 -0.022 0.088
H 0.59495 3.01763 4.26192 -0.061 0.000 -0.009 0.088
H 0.08765 4.26530 3.10468 0.075 0.052 -0.006 0.090
C -1.15836 7.56039 -3.04365 0.056 -0.016 -0.121 -0.110
O -0.86334 6.40019 -3.79051 -0.205 -0.177 0.197 -0.195
C 0.18139 5.61821 -3.24174 0.001 0.134 -0.163 -0.203
C -0.06118 4.13707 -3.43424 0.072 -0.109 -0.004 -0.181
O -1.07351 3.57881 -2.60584 0.003 0.003 -0.006 -0.139
C -2.42922 3.90649 -2.88372 -0.030 -0.015 0.148 -0.181
C -2.99100 3.29687 -4.14965 -0.113 0.162 -0.159 -0.205
O -2.51289 3.95593 -5.30797 0.331 -0.100 0.112 -0.195
C -2.34005 3.10396 -6.41827 -0.111 0.119 0.016 -0.112
H -0.36153 8.30600 -3.13684 -0.004 0.027 0.080 0.089
H -2.08212 7.97917 -3.43884 0.034 0.007 -0.058 0.089
H -1.31112 7.32263 -1.98477 0.041 0.020 0.014 0.086
H 0.30082 5.82502 -2.17217 -0.038 -0.001 0.030 0.123
H 1.11831 5.88388 -3.74899 0.092 -0.058 0.108 0.129
H 0.85479 3.62228 -3.13258 -0.002 0.010 0.024 0.125
H -0.23037 3.89844 -4.48496 -0.131 0.143 -0.051 0.120
H -2.59173 4.98438 -2.85967 0.050 0.051 -0.189 0.120
H -2.98916 3.47841 -2.04819 0.011 -0.018 -0.006 0.126
H -4.08482 3.39245 -4.12429 -0.023 -0.124 0.104 0.128
H -2.73874 2.23040 -4.17696 0.042 -0.014 -0.008 0.123
H -1.76265 2.21191 -6.14959 -0.033 -0.029 -0.001 0.085
H -1.78650 3.65804 -7.17422 -0.046 0.039 0.001 0.090
H -3.30479 2.79969 -6.83921 0.025 -0.089 -0.011 0.088
```
Forces are in eV/Å.



# C17H38O7

A 7-piece molecular cluster, C17H38O7 overall (ωB97M-V with the def2-TZVPD basis set, OMol25).

Output
HOMO	-9.3823	eV
E_LUMO	0.5	eV
orbital gap	0.3628	Eh
multiplicity	1
energy relative to the best compared isomer or geometry (same formula, charge and spin)	0.0	kJ/mol
SMILES	CC(C)=O.CC(C)=O.CC(C)=O.CC(C)=O.CC(C)=O.CO.CO

XYZ file:
```
62
Properties=species:S:1:pos:R:3:forces:R:3:lowdin_charge:R:1
C 21.70942 -5.54921 -3.28685 0.689 -0.217 0.106 -0.015
C 22.11107 -5.24020 -4.71081 -0.692 0.321 0.000 -0.475
C 21.95686 -6.34503 -5.72369 0.332 -0.804 0.133 -0.010
O 22.49037 -4.13018 -5.01199 0.075 -0.057 -0.220 0.043
H 22.03001 -6.56353 -3.03518 -0.044 0.068 0.101 0.082
H 20.63335 -5.50211 -3.12359 -0.089 0.066 -0.268 0.091
H 22.20394 -4.83080 -2.63633 -0.112 -0.008 0.086 0.084
H 21.38177 -6.07727 -6.60706 -0.033 0.311 0.073 0.081
H 21.51733 -7.22952 -5.25937 -0.197 0.105 -0.071 0.077
H 22.94351 -6.67675 -6.06463 0.048 0.295 0.029 0.078
C 22.92755 0.48474 -7.52240 0.626 0.113 -0.147 -0.006
C 22.71399 -0.86364 -8.14531 -0.666 -0.768 0.213 -0.486
C 23.40847 -2.06618 -7.55191 0.617 0.920 -0.664 -0.002
O 21.93880 -1.01514 -9.06527 -0.037 0.383 -0.220 0.033
H 21.97716 0.99338 -7.39223 -0.008 0.050 0.065 0.068
H 23.54503 1.06936 -8.21350 -0.168 0.038 -0.035 0.099
H 23.49578 0.43324 -6.59494 -0.232 -0.033 0.126 0.073
H 22.96923 -2.30782 -6.58626 0.217 -0.135 0.108 0.059
H 24.46265 -1.77701 -7.46558 -0.041 -0.292 0.466 0.093
H 23.35062 -2.88226 -8.26429 -0.206 -0.168 0.133 0.066
C 24.47561 -5.78439 -8.64252 0.164 -1.051 0.364 -0.023
C 25.64474 -5.26624 -7.84430 -0.153 0.486 -0.231 -0.503
C 26.41735 -4.16564 -8.53233 0.434 -0.065 -0.117 -0.024
O 25.90076 -5.63862 -6.72783 0.067 -0.237 0.217 0.068
H 24.03460 -6.65857 -8.15930 -0.021 0.193 0.192 0.069
H 24.83535 -6.14607 -9.60766 -0.180 0.492 -0.245 0.090
H 23.72845 -4.99841 -8.72451 0.010 0.018 -0.373 0.069
H 26.66192 -3.38338 -7.81438 -0.225 0.109 -0.053 0.082
H 25.87967 -3.81134 -9.40982 -0.019 0.296 0.115 0.051
H 27.38930 -4.52087 -8.89157 -0.124 -0.271 0.077 0.091
C 22.65671 -2.14670 -12.07838 0.141 -0.215 -0.324 -0.012
C 23.65975 -3.26469 -12.26475 -0.244 0.424 -0.175 -0.502
C 23.51587 -4.10940 -13.48995 -0.201 0.018 -0.502 -0.026
O 24.56562 -3.41534 -11.48203 0.244 -0.196 0.328 0.054
H 23.16429 -1.22962 -12.39155 0.002 0.064 0.282 0.097
H 22.37398 -2.09644 -11.03135 -0.050 0.267 0.007 0.054
H 21.78707 -2.23520 -12.72951 -0.056 -0.186 0.121 0.079
H 24.40188 -4.70859 -13.67741 -0.038 -0.114 0.113 0.082
H 23.31787 -3.46879 -14.35483 0.107 0.030 0.042 0.086
H 22.62016 -4.73061 -13.40833 0.099 -0.125 0.122 0.091
C 19.96267 -3.18557 -7.59894 -0.125 0.197 0.239 -0.010
C 19.20281 -2.55148 -6.45661 0.078 0.126 -0.073 -0.492
C 20.01172 -1.66996 -5.53883 0.709 -0.200 -0.266 -0.009
O 18.02057 -2.72821 -6.29729 -0.264 -0.080 0.082 0.068
H 20.93961 -3.50135 -7.23049 0.006 -0.216 -0.183 0.055
H 20.13531 -2.43884 -8.37580 0.040 0.031 0.018 0.075
H 19.37196 -3.99558 -8.01730 0.097 -0.127 0.023 0.086
H 20.89800 -2.22738 -5.21070 -0.182 -0.008 0.166 0.060
H 19.44808 -1.32022 -4.68218 -0.137 0.085 -0.036 0.083
H 20.43204 -0.84494 -6.12655 -0.228 0.130 0.089 0.081
C 23.13852 0.01093 -3.48561 -0.803 0.293 -0.308 -0.145
O 22.10703 -0.06068 -2.50325 0.051 -0.088 0.253 -0.122
H 24.07850 -0.04601 -2.94964 0.188 -0.120 -0.180 0.081
H 23.01352 -0.79198 -4.21908 0.300 -0.209 0.185 0.062
H 23.06811 0.94204 -4.05631 0.244 0.084 0.184 0.061
H 21.34669 0.45567 -2.77293 0.020 -0.016 -0.150 0.054
C 20.56629 3.28424 -6.16952 -0.198 -0.258 -0.223 -0.161
O 21.33573 2.66753 -5.14668 0.128 -0.098 -0.072 -0.135
H 21.27286 3.70897 -6.87951 0.004 0.239 0.158 0.080
H 19.95851 2.57541 -6.74901 0.053 -0.116 0.255 0.075
H 19.89237 4.04718 -5.77453 0.160 0.136 -0.045 0.079
H 20.76327 2.34936 -4.44479 -0.179 0.093 -0.090 0.068
```
Forces are in eV/Å.



# C17H39FN4O3P

A 3-piece molecular cluster, C17H39FN4O3P overall (ωB97M-V with the def2-TZVPD basis set, OMol25).

Output
HOMO	-9.7577	eV
charge	+1
E_LUMO	-4.0	eV
orbital gap	0.2116	Eh
multiplicity	1

XYZ file:
```
65
Properties=species:S:1:pos:R:3:forces:R:3:lowdin_charge:R:1
O -0.96627 -0.49890 1.29216 1.452 0.267 0.559 0.216
C -0.29744 -0.02081 0.47233 -1.960 -0.303 -2.544 -0.265
N 0.04917 0.39073 -0.66343 -0.497 0.126 1.293 0.160
C -0.98412 1.33015 -1.19203 0.885 -0.015 0.144 -0.266
C -2.27944 0.51716 -1.62733 1.406 -1.633 -0.761 -0.077
N -3.53680 1.34803 -1.74754 -0.678 0.199 -1.349 -0.209
P -4.91152 0.31665 -1.21747 -1.825 -2.380 3.809 0.805
O -4.75741 -0.14010 0.20603 0.490 0.979 -2.127 -0.371
C -3.44383 2.66752 -1.04086 1.154 1.517 1.167 -0.031
C -2.55134 2.41253 0.25983 -0.430 0.546 0.439 -0.286
F -2.66925 3.49430 1.14028 0.327 -1.359 -1.673 0.057
O -1.19874 2.33618 -0.17816 -1.382 -0.258 -0.350 -0.022
H -0.52932 1.79999 -2.11327 -0.551 -0.312 1.143 0.171
H -2.47833 -0.40609 -0.99552 0.243 1.381 -0.304 0.136
H -2.06567 0.10710 -2.66445 -0.194 0.473 1.255 0.160
H -3.68975 1.52924 -2.75821 0.169 0.090 0.533 0.174
H -4.96981 -0.82159 -2.09688 0.428 1.094 -0.249 0.069
H -6.16270 1.01561 -1.28079 0.959 0.306 -0.871 0.064
H -4.42732 3.16309 -0.82597 0.742 -0.899 -0.182 0.154
H -2.82802 3.36422 -1.68955 -0.831 -0.798 0.666 0.169
H -2.86036 1.50015 0.84581 0.199 0.784 -0.664 0.164
C 0.10409 -3.51798 -0.89208 0.100 0.075 0.001 -0.089
C -0.08956 -4.21187 -2.23261 0.104 0.079 0.060 -0.266
N -0.34839 -3.29625 -3.34026 -0.421 0.181 -0.094 -0.202
C -0.77112 -3.98222 -4.55984 -0.135 -0.122 -0.020 -0.254
C 0.23264 -4.91503 -5.23912 0.050 -0.029 -0.191 -0.083
C 0.63064 -2.23163 -3.53151 0.110 0.141 0.264 -0.264
C 2.08402 -2.63508 -3.78771 0.150 0.112 -0.172 -0.076
H -0.76521 -2.90411 -0.63776 0.013 0.001 -0.039 0.061
H 0.23018 -4.26338 -0.10423 -0.033 0.033 -0.058 0.081
H 0.99442 -2.88567 -0.88232 -0.029 0.008 0.008 0.066
H -0.94737 -4.88341 -2.12707 0.013 0.044 -0.253 0.120
H 0.78240 -4.84948 -2.42585 0.034 -0.061 0.056 0.103
H -1.10545 -3.23684 -5.28917 0.100 0.099 0.101 0.108
H -1.66717 -4.56501 -4.32234 0.054 0.022 0.166 0.108
H 0.99756 -4.35993 -5.78154 0.031 -0.054 0.072 0.058
H -0.28470 -5.53696 -5.97317 -0.004 0.017 0.043 0.075
H 0.72390 -5.58700 -4.53344 -0.030 0.049 -0.013 0.071
H 0.61027 -1.58310 -2.64866 -0.023 -0.146 0.078 0.074
H 0.29718 -1.58009 -4.34739 -0.123 -0.222 -0.081 0.109
H 2.41243 -3.45155 -3.14235 -0.053 0.028 -0.008 0.074
H 2.74156 -1.78378 -3.59715 -0.019 -0.021 0.020 0.076
H 2.24216 -2.92921 -4.82528 0.030 -0.089 0.101 0.059
C 3.29658 0.44617 5.22312 -0.027 -0.024 -0.059 -0.090
C 3.07869 1.95164 5.14193 -0.057 -0.183 0.005 -0.269
N 2.91718 2.45546 3.78276 0.112 0.181 -0.174 -0.193
C 2.95524 3.91296 3.70683 0.161 0.060 0.017 -0.247
C 1.83325 4.69403 4.39447 -0.105 0.166 -0.039 -0.088
C 1.87993 1.81894 2.98608 0.059 -0.286 -0.008 -0.253
C 0.44283 1.86613 3.51347 -0.213 0.117 -0.135 -0.076
H 4.16801 0.14139 4.63896 -0.080 0.039 -0.026 0.080
H 3.47029 0.15536 6.26136 -0.014 0.048 -0.052 0.076
H 2.42761 -0.11464 4.87308 0.032 -0.009 0.003 0.062
H 3.95708 2.42834 5.58780 -0.094 0.176 -0.163 0.120
H 2.22370 2.21621 5.77871 -0.019 -0.002 0.109 0.099
H 2.99686 4.21289 2.65466 -0.044 -0.160 -0.010 0.111
H 3.90777 4.24500 4.13155 -0.003 -0.163 0.056 0.111
H 0.90616 4.65932 3.82172 -0.015 -0.036 0.081 0.052
H 2.11515 5.74669 4.47314 0.015 -0.039 0.006 0.073
H 1.63211 4.33573 5.40561 0.018 -0.008 -0.051 0.068
H 2.15351 0.76787 2.84251 0.082 0.028 0.145 0.099
H 1.89753 2.23795 1.97360 0.126 0.187 0.122 0.111
H 0.38131 1.67271 4.58571 0.035 -0.002 -0.043 0.076
H -0.15884 1.10588 3.01086 -0.003 -0.019 0.097 0.041
H -0.02815 2.82839 3.30795 0.010 -0.020 0.140 0.055
```
Forces are in eV/Å.